Here is 3 unconnected molecules or ions with the total composition C4H15NO2 at a distorted geometry from the Open Molecules 2025 dataset. Energies are from ωB97M-V with the def2-TZVPD basis set.

Last column: natural (NBO) charge in e.
Element x y z (Å)
C -1.54 -1.28 -1.01  -0.630
C -0.85 -1.50 0.34  -0.210
N -0.38 -0.27 0.98  -0.658
C 1.02 0.07 0.75  -0.240
C 1.83 0.20 2.04  -0.608
H -2.33 -0.53 -1.03  0.186
H -2.10 -2.19 -1.26  0.209
H -0.79 -1.16 -1.79  0.219
H -1.62 -1.90 1.01  0.182
H -0.02 -2.18 0.26  0.191
H -0.90 0.54 0.70  0.384
H 1.55 -0.73 0.21  0.175
H 1.13 1.03 0.24  0.179
H 1.64 1.07 2.67  0.204
H 1.71 -0.70 2.67  0.206
H 2.90 0.13 1.86  0.200
O -1.72 2.18 -0.15  -0.946
H -2.04 2.68 0.62  0.482
H -2.46 1.69 -0.52  0.479
O 1.74 0.11 -2.50  -0.950
H 1.49 0.13 -1.56  0.476
H 1.71 1.01 -2.83  0.471

Calculated values
Energy, hartree: -366.60250
Charge: 0
ΔE to the lowest compared entry with this formula, charge and spin, kcal per mole: 30.5
Lowest unoccupied orbital energy, eV: 0.600
SMILES: CCNCC.O.O